Record 1
A cluster of 7 separate species, H14O7 in total, computed with ωB97M-V with the def2-TZVPD basis set.

As for the frontier orbital gap: 10.685 eV. For the total energy, the calculation gives -535.0085 Eh. The value obtained for the highest occupied orbital energy is -10.729 eV. The energy above the lowest of the compared OMol25 structures with the same formula, charge and spin is 3.139 eV.

Structure (XYZ):
```
21
Properties=species:S:1:pos:R:3:forces:R:3
O 0.871867 -1.468420 -0.762827 0.02 -3.62 2.09
O -1.985790 -3.317247 1.317184 1.11 2.67 -1.98
O 0.026996 0.472087 -2.861831 -0.29 1.91 5.52
O 0.231983 2.590068 -0.241852 -0.43 -0.76 -2.78
O 1.612710 3.741822 -2.199013 -0.37 3.46 0.30
O 1.460690 1.376619 1.488512 1.89 0.24 1.98
O -0.995935 -3.743531 4.067216 -0.33 0.18 -0.30
H 0.099495 0.168554 -3.687069 0.39 -1.78 -5.08
H -1.168087 -4.630652 3.716538 0.05 0.52 0.03
H 0.405401 -2.006240 -0.024889 1.24 1.72 -1.84
H -1.836510 -2.960503 0.377273 -0.42 -0.87 2.16
H -0.687861 1.106283 -2.824464 -0.23 0.00 -0.38
H 0.740959 1.203269 0.946040 -1.92 -1.45 -1.56
H 1.643903 4.507159 -1.521843 -0.07 -1.97 -1.70
H 1.362652 2.321065 1.398574 0.79 0.61 0.46
H 1.892131 3.004071 -1.704410 0.83 -1.36 0.98
H 0.420000 -0.670412 -0.885611 -1.20 1.79 -0.27
H -2.354379 -4.161995 1.198064 -0.78 -1.75 -0.32
H 0.124049 2.441087 -1.244534 0.19 0.66 2.32
H -1.377681 -3.115635 3.419301 0.34 -0.74 0.34
H -0.486595 3.142551 0.029641 -0.82 0.56 0.03
```
Positions in Å, forces in eV/Å.

***

Record 2
A structure of composition C33H59N2O2P2Ti, computed with ωB97M-V with the def2-TZVPD basis set.

As for the frontier orbital gap (spin up / spin down): 5.873 / 6.780 eV. For the total energy, the calculation gives -3084.6275 Eh. The spin multiplicity is 3. The value obtained for the highest occupied orbital energy (spin up / spin down) is -8.630 / -9.818 eV. The energy above the lowest of the compared OMol25 structures with the same formula, charge and spin is 3.857 eV. Its net charge is +1.

Structure (XYZ):
```
99
Properties=species:S:1:pos:R:3:forces:R:3
Ti -0.409415 -0.188282 0.171628 0.90 1.28 -0.85
P 2.566588 1.013667 -0.553566 0.63 -0.42 -0.66
P -2.813634 -1.083272 -0.192610 -0.49 -0.35 -0.10
O -0.551923 -0.766440 2.114641 0.04 -0.63 2.12
O 0.203927 2.915768 0.890186 -0.47 -2.66 -1.04
N -0.356879 -1.535087 -1.413642 0.20 0.47 -1.46
N -0.218798 1.350529 -1.157629 0.61 -1.07 -0.51
C -0.813551 -2.705017 -3.416999 -0.28 0.28 0.12
C 3.815848 0.099785 -2.818210 -0.07 -0.13 -0.44
C 5.504801 1.175520 -1.412072 0.19 0.01 -0.09
C 4.026531 1.228299 -1.824071 -0.49 0.04 0.65
C -3.535955 -2.504926 0.822712 -0.35 0.36 -0.12
C -0.684704 0.649244 -3.925136 -0.61 -0.30 0.09
C -1.074064 0.084569 3.250068 0.53 -0.31 -0.46
C -0.770320 -0.705110 4.517400 -0.54 -0.10 0.17
C 0.271113 -1.752962 4.137756 0.66 0.16 -0.11
C 3.506358 0.844499 1.198045 -0.28 -0.21 -0.43
C 0.064226 2.954066 -3.487845 -0.18 0.40 0.21
C 1.666298 -0.531035 -0.729358 0.65 -1.64 2.99
C -2.710776 -1.947980 -1.832904 0.08 -0.23 -0.25
C 4.123988 2.212984 1.512811 -0.10 0.02 0.00
C 0.028297 1.774502 0.607777 0.49 2.89 1.66
C -3.948850 0.397852 -0.393844 -0.52 -0.07 -0.03
C -4.886386 -3.008212 0.277587 -0.13 -0.21 0.31
C 2.513292 0.522268 2.313623 -0.09 0.01 0.17
C -3.701537 -2.043744 2.277109 -0.05 -0.17 0.14
C 0.025742 -2.040214 2.664855 -0.56 0.54 0.06
C 0.810637 1.139966 -1.891335 -2.42 3.71 -0.98
C -3.622700 1.418897 0.716048 0.04 -0.01 -0.08
C 1.458424 -2.102737 -2.800196 -0.09 0.04 -0.23
C -3.691595 1.074414 -1.755140 0.07 0.12 0.01
C 0.555662 -2.707210 -3.677219 0.15 -0.49 0.08
C -1.257465 -2.083285 -2.246836 0.46 -0.29 0.09
C 0.488974 1.490441 -3.426090 -0.10 -0.43 -0.36
C 4.541455 -0.296396 1.163290 0.27 -0.07 0.22
C 0.948037 -1.347537 -1.747498 0.36 -1.62 0.31
C -5.433283 0.020483 -0.305032 -0.25 0.36 -0.09
C -2.540313 -3.682862 0.763896 0.08 0.09 -0.02
C 3.724023 2.639819 -2.369137 0.06 0.08 -0.10
C 1.579588 1.270727 -4.450958 0.46 0.23 -0.66
H -0.840739 3.114180 -2.894264 0.18 0.03 0.00
H 3.066020 0.487746 3.266865 -0.11 0.07 -0.20
H 4.037529 3.412608 -1.650952 0.00 -0.26 -0.11
H -2.578609 1.772836 0.669668 -0.39 -0.13 -0.03
H -0.157312 3.240789 -4.527800 0.16 -0.16 0.28
H -4.280140 2.290199 0.575434 0.18 -0.20 0.13
H -0.721856 -2.832949 2.545199 0.21 0.30 -0.04
H -0.973672 0.977336 -4.939459 0.20 -0.06 0.37
H 5.812131 0.172427 -1.093734 -0.09 0.33 -0.13
H -5.714498 -0.745730 -1.038505 0.06 0.16 0.19
H -1.568636 0.750001 -3.284501 0.27 -0.02 -0.16
H -1.499043 -3.367908 0.910785 -0.27 -0.10 -0.17
H 5.529515 0.027503 0.814718 -0.43 -0.11 0.09
H -5.086941 -3.991938 0.726844 0.02 0.17 -0.11
H 5.789529 1.905166 -0.647493 -0.06 -0.24 -0.21
H 4.811858 2.577560 0.745178 -0.21 -0.09 0.20
H 0.933723 -2.285418 2.099598 -0.28 0.16 0.04
H -3.808481 1.006432 1.716384 0.00 0.10 -0.17
H -5.720139 -0.307374 0.701935 0.09 0.02 -0.27
H -3.894717 0.400911 -2.600405 0.03 0.33 0.22
H 1.284264 -1.357036 4.276981 -0.20 -0.05 -0.04
H -1.537567 -3.149216 -4.104973 0.33 0.17 0.19
H 2.759009 -0.051763 -3.030361 0.48 0.08 -0.05
H 0.849932 3.610248 -3.109496 -0.10 0.11 -0.02
H 4.264624 2.818741 -3.309448 -0.09 0.01 0.14
H -0.427461 -0.413294 -3.986386 -0.01 0.38 -0.07
H -2.794748 -4.391513 1.567114 0.06 0.15 -0.23
H 1.793814 0.214769 -4.625610 0.02 0.10 0.05
H 2.648056 2.789003 -2.529825 0.53 0.05 0.00
H 4.342368 0.315990 -3.759892 -0.12 -0.10 0.12
H -4.141477 -2.871770 2.853674 0.10 0.24 -0.05
H 4.690255 -0.682808 2.187117 -0.06 0.11 -0.27
H -2.662435 1.459157 -1.824416 -0.34 -0.19 0.03
H 6.103963 1.416110 -2.307072 -0.20 -0.05 0.19
H -4.887354 -3.141293 -0.810320 -0.04 0.02 0.24
H 0.936552 -3.193844 -4.578339 -0.14 -0.01 0.35
H -2.148887 0.247375 3.097967 0.41 -0.08 -0.14
H -2.733403 -1.790330 2.729567 -0.34 -0.09 -0.14
H 2.493981 1.804266 -4.206141 -0.04 -0.22 -0.17
H -6.029507 0.919018 -0.526324 0.11 -0.21 0.05
H -2.602708 -4.225259 -0.188561 0.05 0.13 0.24
H -4.373847 1.936315 -1.855235 0.21 -0.31 0.11
H -0.427769 -0.044347 5.316367 0.01 -0.09 -0.12
H 3.329432 2.959156 1.638107 0.16 -0.08 0.00
H -1.682395 -1.196451 4.875374 0.13 0.07 -0.06
H 2.049542 -0.462144 2.187788 0.08 0.20 -0.09
H 4.201666 -1.143177 0.548450 0.18 0.21 0.13
H 4.683204 2.146722 2.457532 -0.10 0.02 -0.17
H 2.533317 -2.255434 -2.876711 -0.32 0.37 -0.39
H -4.374931 -1.179856 2.370533 0.18 -0.21 -0.04
H -3.282841 -1.392382 -2.593905 0.38 -0.25 0.19
H -0.546518 1.043656 3.210404 -0.05 -0.28 -0.19
H -3.163371 -2.950536 -1.783796 0.10 0.41 0.01
H -5.720497 -2.356702 0.552113 0.24 -0.19 -0.09
H 1.731781 1.282802 2.408578 0.10 -0.14 -0.03
H 2.141027 -1.197538 0.011940 -0.10 -0.59 -0.18
H 4.183527 -0.860361 -2.433775 0.14 0.28 0.12
H 1.250220 1.672085 -5.420168 -0.11 -0.06 0.25
H 0.190895 -2.662928 4.737549 -0.04 0.12 -0.10
```
Positions in Å, forces in eV/Å.

***

Record 3
The molecule CH4N2, computed with ωB97M-V with the def2-TZVPD basis set.

As for the frontier orbital gap: 10.170 eV. For the total energy, the calculation gives -149.9510 Eh. The value obtained for the highest occupied orbital energy is -9.519 eV. The energy above the lowest of the compared OMol25 structures with the same formula, charge and spin is 2.509 eV.

Structure (XYZ):
```
7
Properties=species:S:1:pos:R:3:forces:R:3
N 1.497658 -0.051715 -0.043699 0.95 1.01 -0.43
N -0.791683 -0.117246 -0.221022 -7.27 -3.05 3.32
C 0.374429 0.509799 -0.122422 0.82 -0.88 1.05
H 1.344553 -1.039503 -0.117571 0.21 -0.91 0.11
H 0.146616 1.511955 -0.062467 0.74 2.73 -0.02
H -1.772899 0.344623 0.442894 4.26 -1.42 -2.89
H -0.798673 -1.157912 0.124285 0.29 2.51 -1.15
```
Positions in Å, forces in eV/Å.

***

Record 4
A structure of composition C26H35CsGeN2O10S4Se, computed with ωB97M-V with the def2-TZVPD basis set.

As for the frontier orbital gap: 6.519 eV. For the total energy, the calculation gives -7964.9435 Eh. The value obtained for the highest occupied orbital energy is -2.709 eV. The energy above the lowest of the compared OMol25 structures with the same formula, charge and spin is 3.401 eV. Its net charge is -2.

Structure (XYZ):
```
80
Properties=species:S:1:pos:R:3:forces:R:3
Cs -0.635731 -0.588425 0.285301 1.15 0.44 2.66
Se 2.105188 -2.803263 -0.260672 1.45 0.21 0.13
Ge 4.781726 -0.704075 -0.183964 0.40 -0.14 0.04
S 0.667073 2.078783 0.878763 0.40 1.10 0.39
S 1.235187 -1.708291 -3.304028 0.05 0.76 -0.77
S -0.796025 -3.839043 -0.733956 0.18 -1.62 -0.02
S -3.465193 -1.929048 -0.191170 -1.67 0.03 -0.03
O -0.612381 -3.217007 -2.033782 -0.26 0.03 0.15
O -0.702443 -2.924055 0.404250 -0.12 -3.96 -0.13
O -4.789721 -1.428266 -0.555568 0.08 -0.07 -0.03
O 2.405084 -1.164738 -4.082950 0.18 -0.02 0.07
O 1.626355 2.692803 -0.018123 -0.02 0.08 -0.01
O 0.007717 -5.042302 -0.566760 -0.22 0.02 0.00
O 1.178197 0.918020 1.597245 0.65 0.70 0.58
O -2.427403 -1.440759 -1.087286 -2.25 -0.85 -1.51
O -0.635077 1.811256 0.278864 0.26 3.19 -0.09
O -3.171595 -1.756936 1.220627 0.01 0.09 0.02
N -4.423259 3.368123 1.915675 0.08 -0.03 -0.02
N -2.050318 2.416042 -2.788657 0.01 0.00 -0.04
C -0.733746 3.950825 4.193782 0.05 0.03 -0.04
C -2.627502 -5.864754 -0.823633 0.00 0.00 -0.05
C -3.586437 -3.700997 -0.431573 0.11 0.17 -0.05
C 4.495776 -0.084667 1.667242 -0.08 -0.07 -0.21
C -1.105016 6.361489 4.816876 -0.01 -0.10 -0.10
C 0.540384 -0.276511 -2.429499 0.18 -0.28 -0.49
C 4.050295 -2.508520 -0.519679 -0.41 0.28 0.00
C -4.839982 -4.285469 -0.307146 -0.07 0.11 -0.01
C -2.798344 1.475096 -2.219792 -0.05 0.01 -0.06
C 0.411225 4.662171 1.776798 0.07 -0.01 -0.06
C 4.141640 0.652358 -1.447297 -0.11 -0.17 0.17
C -3.884032 3.091532 0.938055 -0.22 0.05 0.29
C -0.109906 -1.748472 -4.534000 0.07 -0.18 0.49
C -0.304418 2.966873 3.317496 0.01 -0.11 0.05
C -4.988793 -5.655361 -0.442630 -0.01 -0.05 -0.04
C -2.477061 -4.489617 -0.686932 0.16 0.11 0.14
C -1.884348 3.558198 -2.124498 -0.02 -0.03 -0.04
C 2.144354 -2.547356 1.666204 -0.21 0.02 -0.12
C 0.269937 3.324737 2.108803 0.04 -0.09 -0.21
C -0.598685 5.299105 3.874229 -0.01 0.10 0.03
C -3.252885 2.825798 -0.319636 0.06 0.03 -0.51
C -3.878651 -6.448786 -0.705746 0.03 0.05 -0.01
C 6.750860 -0.998704 -0.430116 -0.29 0.10 0.02
C -2.465422 3.819162 -0.899495 -0.03 -0.04 0.10
C -0.019375 5.644835 2.657204 0.00 -0.10 0.05
C -3.430615 1.623515 -0.991466 0.01 0.09 0.13
H -0.621166 7.319128 4.622554 -0.01 0.02 0.03
H -1.041120 -1.893180 -3.988759 -0.05 -0.02 -0.12
H 4.965095 1.258088 -1.829303 0.04 -0.03 0.04
H 1.220873 -2.991629 2.030658 0.03 0.00 0.08
H 1.195701 -0.010865 -1.601952 0.20 -0.01 -0.24
H -1.251522 4.295012 -2.607817 0.00 0.03 0.08
H 4.578662 -3.244581 0.089528 0.02 -0.01 0.00
H -3.984835 -7.522873 -0.804297 -0.01 0.00 -0.02
H 6.940434 -1.365804 -1.441127 0.00 0.01 0.00
H 7.331976 -0.085949 -0.281759 -0.04 0.02 0.01
H 0.074546 -2.585121 -5.204746 0.02 -0.01 0.01
H 5.135375 0.774269 1.879643 0.03 0.00 -0.05
H -0.410493 1.915572 3.557075 -0.02 0.02 0.02
H 2.163574 -1.484776 1.886956 -0.01 0.00 0.17
H -0.922339 6.081602 5.855229 -0.01 0.04 0.01
H 7.106530 -1.751373 0.277090 -0.01 0.00 0.01
H -0.079045 -0.803471 -5.073484 0.02 0.03 0.00
H -0.426705 -0.572878 -2.036678 0.07 0.05 -0.86
H 3.429900 1.307112 -0.939517 0.01 0.00 -0.06
H 4.226063 -2.757437 -1.569054 0.04 0.05 0.00
H 0.867325 4.903126 0.824234 -0.01 0.07 0.03
H 3.455843 0.230477 1.773371 0.07 0.04 0.03
H 0.455358 0.554892 -3.127875 0.03 -0.02 -0.06
H 4.704371 -0.866610 2.399046 0.03 -0.02 -0.03
H -1.733381 -6.445294 -1.004259 -0.04 -0.06 0.03
H 0.096132 6.691870 2.397624 0.00 0.01 0.00
H -1.188797 3.674829 5.138641 0.00 -0.03 -0.01
H -5.679045 -3.632259 -0.104383 -0.03 -0.06 -0.04
H -2.293618 4.752739 -0.381313 0.03 0.01 -0.02
H -4.019876 0.810737 -0.585202 -0.03 0.02 0.00
H 3.009600 -3.051672 2.093574 0.00 -0.03 0.00
H -2.910112 0.547694 -2.768923 0.01 -0.04 0.09
H 3.640326 0.175940 -2.290550 0.02 -0.01 -0.07
H -5.969951 -6.107287 -0.352153 -0.01 0.02 0.04
H -2.182314 6.494669 4.690573 0.00 0.04 0.04
```
Positions in Å, forces in eV/Å.